# 1
94
Properties=species:S:1:pos:R:3 method="wB97M-V/def2-TZVPD" total_energy_ev=-62059.70521 spin_multiplicity=1 relative_energy_kcal_mol=8.4 smiles="c1cc[nH]c1.O=C1CCCO1.O=C1CCCO1.O=C1CCCO1.O=C1CCCO1.O=C1CCCO1.O=C1CCCO1.CO.CO" gap_ev=8.67
O 2.356 4.545 -1.402
C 1.770 4.273 -0.400
O 1.955 5.026 0.730
C 1.147 4.551 1.811
C 0.037 3.781 1.105
C 0.826 3.143 -0.059
H 0.688 5.402 2.314
H 1.718 3.927 2.493
H -0.703 4.421 0.620
H -0.538 3.106 1.738
H 0.078 2.963 -0.826
H 1.362 2.228 0.182
O 2.623 0.572 -1.602
C 2.532 1.173 -2.639
O 1.480 1.964 -2.902
C 1.626 2.573 -4.185
C 3.121 2.562 -4.503
C 3.585 1.301 -3.715
H 1.240 3.589 -4.128
H 1.033 2.076 -4.957
H 3.630 3.450 -4.136
H 3.312 2.380 -5.556
H 4.546 1.291 -3.214
H 3.524 0.505 -4.458
O -1.778 -5.952 2.372
C -1.533 -4.815 2.659
O -0.302 -4.426 3.041
C -0.256 -2.982 3.175
C -1.708 -2.581 3.412
C -2.492 -3.643 2.647
H 0.109 -2.625 2.210
H 0.354 -2.613 3.988
H -1.868 -1.561 3.061
H -1.962 -2.618 4.472
H -2.812 -3.271 1.668
H -3.465 -3.887 3.075
O 0.787 -0.388 4.391
C 1.674 0.263 3.928
O 2.596 0.887 4.697
C 3.285 1.865 3.919
C 3.235 1.298 2.496
C 1.832 0.722 2.456
H 4.317 1.987 4.237
H 2.752 2.815 3.965
H 3.995 0.538 2.334
H 3.411 2.119 1.795
H 1.777 -0.201 1.878
H 0.967 1.348 2.251
O -3.240 -1.011 0.329
C -4.298 -0.695 -0.144
O -5.408 -0.972 0.585
C -6.630 -0.817 -0.165
C -6.182 -0.516 -1.589
C -4.691 -0.201 -1.542
H -7.093 0.073 0.265
H -7.205 -1.728 -0.049
H -6.758 0.274 -2.075
H -6.379 -1.351 -2.268
H -4.370 0.811 -1.773
H -4.080 -0.861 -2.165
O 6.487 -4.697 1.940
C 5.497 -4.650 1.274
O 4.638 -3.606 1.337
C 3.470 -3.830 0.513
C 3.981 -4.893 -0.475
C 4.971 -5.701 0.323
H 3.250 -2.936 -0.065
H 2.653 -4.181 1.141
H 4.564 -4.374 -1.247
H 3.162 -5.330 -1.049
H 5.778 -6.122 -0.268
H 4.499 -6.503 0.898
C -1.900 -0.359 -4.403
O -1.848 -1.246 -3.287
H -0.935 0.108 -4.589
H -2.294 -0.957 -5.225
H -2.662 0.415 -4.241
H -1.174 -0.950 -2.666
C -0.152 -1.119 -0.297
O -0.324 0.118 -0.984
H -0.164 -1.012 0.787
H -0.893 -1.859 -0.599
H 0.823 -1.535 -0.574
H 0.489 0.311 -1.463
N -2.445 2.022 -0.574
C -2.873 3.028 -1.413
C -3.776 3.807 -0.728
C -3.917 3.243 0.575
C -3.003 2.235 0.649
H -1.772 1.265 -0.594
H -2.327 3.147 -2.337
H -4.309 4.665 -1.098
H -4.430 3.708 1.402
H -2.591 1.698 1.490

# 2
85
Properties=species:S:1:pos:R:3 method="wB97M-V/def2-TZVPD" total_energy_ev=-50870.96037 spin_multiplicity=1 total_charge=-1 gap_ev=6.36
C -0.500 -6.223 3.801
C 0.002 -5.363 2.625
O -0.884 -4.273 2.441
C -1.084 -3.914 1.059
P -1.763 -2.090 0.974
C -2.317 -0.227 1.014
C -2.404 0.342 2.417
O -1.105 0.796 2.813
C -1.096 1.798 3.793
C -0.275 2.994 3.365
O 1.090 2.658 3.179
C 1.531 2.434 1.904
C 0.733 2.101 0.822
C 1.298 1.853 -0.427
C 2.674 1.906 -0.637
C 3.337 1.581 -1.976
C 2.320 1.248 -3.073
C 4.151 0.271 -1.734
C 4.372 2.646 -2.398
C 3.887 3.976 -3.031
C 3.875 3.889 -4.554
C 2.543 4.472 -2.498
C 4.961 5.066 -2.678
C 3.465 2.247 0.466
C 2.909 2.504 1.711
C -3.478 -2.653 1.690
C -4.763 -2.104 1.034
C -5.660 -1.337 1.969
N -5.981 -1.943 3.222
O -6.126 -0.270 1.692
C -2.330 -2.330 -0.866
C -2.008 -1.341 -1.802
C -2.370 -1.453 -3.149
C -3.055 -2.572 -3.616
C -3.373 -3.577 -2.702
C -3.018 -3.439 -1.356
H -1.368 -5.729 4.219
H 0.276 -6.326 4.554
H -0.775 -7.205 3.433
H 0.014 -5.958 1.713
H 1.004 -4.973 2.820
H -0.118 -3.933 0.550
H -1.764 -4.668 0.650
H -0.452 -1.670 0.443
H -1.274 -1.913 2.340
H -3.223 -0.009 0.447
H -1.524 0.340 0.532
H -3.088 1.196 2.419
H -2.771 -0.402 3.131
H -2.096 2.111 4.098
H -0.610 1.404 4.694
H -0.703 3.515 2.509
H -0.299 3.694 4.203
H -0.331 2.010 0.949
H 0.643 1.594 -1.241
H 2.794 1.278 -4.048
H 1.996 0.217 -2.932
H 1.422 1.851 -3.051
H 3.624 -0.375 -1.040
H 5.153 0.485 -1.373
H 4.238 -0.258 -2.682
H 5.003 2.154 -3.143
H 5.016 2.836 -1.548
H 4.877 3.634 -4.891
H 3.163 3.158 -4.928
H 3.617 4.852 -4.993
H 2.476 4.395 -1.418
H 1.724 3.939 -2.976
H 2.413 5.522 -2.754
H 5.575 4.776 -1.831
H 5.587 5.319 -3.530
H 4.464 5.986 -2.378
H 4.539 2.297 0.364
H 3.557 2.746 2.541
H -3.543 -3.739 1.718
H -3.468 -2.361 2.737
H -5.379 -2.945 0.697
H -4.619 -1.467 0.167
H -5.353 -1.640 3.952
H -5.941 -2.949 3.142
H -1.448 -0.461 -1.516
H -2.107 -0.656 -3.832
H -3.302 -2.643 -4.665
H -3.893 -4.456 -3.060
H -3.286 -4.246 -0.685

# 3
95
Properties=species:S:1:pos:R:3 method="wB97M-V/def2-TZVPD" total_energy_ev=-95184.28348 spin_multiplicity=1 relative_energy_kcal_mol=0.0 total_charge=-1 gap_ev=7.03
C -1.233 -0.819 -4.354
C -0.822 -2.174 -3.865
H -1.020 -0.708 -5.422
H -0.719 0.007 -3.829
H -2.317 -0.675 -4.208
C -0.364 -3.179 -4.635
C -0.173 -3.108 -6.105
H -0.102 -4.125 -4.167
H -0.403 -2.132 -6.546
H -0.810 -3.858 -6.591
H 0.863 -3.356 -6.370
Ba -0.119 0.366 -0.402
Cl 0.344 2.415 -2.536
C 0.018 -2.618 1.537
O 0.854 -1.769 1.201
N 0.263 -3.667 2.352
C 1.594 -3.920 2.872
C -0.763 -4.657 2.637
H -1.032 -2.597 1.185
H 2.250 -3.073 2.649
H 2.000 -4.847 2.438
H 1.525 -4.079 3.958
H -1.710 -4.337 2.184
H -0.887 -4.758 3.726
H -0.465 -5.635 2.228
H 1.167 3.091 4.802
H -1.066 4.444 3.891
C 1.505 3.191 3.764
C -0.546 4.399 2.925
N 0.356 3.262 2.873
H 2.100 2.321 3.465
C 0.310 2.451 1.815
O 1.153 1.541 1.605
H -1.280 4.259 2.119
H -0.536 2.650 1.121
H 2.099 4.111 3.680
H 0.001 5.341 2.766
H 1.808 -0.409 -4.039
H 2.663 -2.827 -3.725
C 2.654 -0.051 -3.435
C 3.521 -2.346 -3.228
N 3.115 -1.119 -2.566
H 2.323 0.822 -2.861
C 3.096 -1.003 -1.220
O 2.660 -0.023 -0.609
H 3.939 -3.032 -2.480
H 3.531 -1.889 -0.701
H 3.466 0.229 -4.122
H 4.280 -2.125 -3.993
O 0.232 -1.627 -1.908
C -0.820 -2.339 -2.353
C 0.430 -4.337 -1.330
C -0.767 -3.746 -1.732
H 1.358 -3.768 -1.422
C 0.420 -5.627 -0.784
H -1.815 -1.925 -2.044
C -1.985 -4.388 -1.486
H 1.364 -6.082 -0.490
C -0.792 -6.315 -0.646
C -1.992 -5.688 -0.975
H -2.902 -3.843 -1.715
H -0.785 -7.343 -0.264
H -2.946 -6.207 -0.842
Si -0.090 6.524 -3.622
Cl -0.366 5.735 -5.523
C 1.739 6.339 -3.272
C -1.224 5.566 -2.491
C -0.624 8.324 -3.676
H 2.019 5.278 -3.318
H 1.983 6.719 -2.271
H 2.335 6.894 -4.010
H -0.031 8.900 -4.398
H -0.507 8.785 -2.685
H -1.681 8.400 -3.966
H -0.970 4.495 -2.539
H -2.273 5.692 -2.790
H -1.109 5.895 -1.450
C -0.466 1.509 7.883
C -1.026 1.051 6.568
C -0.987 -0.292 6.200
C -1.355 -0.719 4.928
C -1.726 0.247 3.959
C -1.969 1.569 4.401
C -1.587 1.963 5.667
S -3.298 -0.668 1.694
O -1.736 -0.009 2.648
O -3.064 -2.097 1.897
O -2.812 -0.199 0.359
H -0.961 1.013 8.723
H 0.602 1.274 7.958
H -0.583 2.592 7.996
H -0.688 -0.995 6.971
H -1.428 -1.768 4.688
H -2.472 2.238 3.703
H -1.740 3.000 5.976

# 4
93
Properties=species:S:1:pos:R:3 method="wB97M-V/def2-TZVPD" total_energy_ev=-805925.83160 spin_multiplicity=1 gap_ev=9.51
C -4.026 -1.850 -0.708
C -2.530 -2.255 -0.711
C -1.714 -1.568 -1.838
C -0.955 -2.623 -2.659
C -0.779 -0.443 -1.294
C 0.267 -1.033 -0.347
C 1.464 -0.094 -0.079
C 1.445 0.530 1.324
Br 3.113 -1.162 -0.183
C -1.609 0.632 -0.571
C -2.145 1.409 -1.744
C -3.029 2.644 -1.509
C -3.250 2.993 -0.030
C -4.656 3.598 0.234
C -5.025 3.326 1.683
C -4.116 3.676 2.674
C -4.377 3.405 4.004
C -5.559 2.769 4.347
C -6.476 2.442 3.370
C -6.215 2.712 2.036
N -0.941 1.632 -2.575
C -0.198 0.361 -2.492
O 0.687 -0.015 -3.217
H -4.304 -1.490 0.286
H -4.253 -1.043 -1.402
H -4.667 -2.709 -0.892
H -2.118 -2.061 0.275
H -2.496 -3.324 -0.914
H -2.455 -1.155 -2.522
H -1.715 -3.199 -3.195
H -0.442 -3.345 -2.027
H -0.304 -2.193 -3.414
H 0.638 -1.997 -0.679
H -0.214 -1.209 0.615
H 1.580 0.689 -0.824
H 2.461 0.719 1.659
H 1.025 -0.191 2.025
H 0.832 1.430 1.343
H -0.882 1.174 0.034
H -2.440 0.227 0.004
H -2.739 0.749 -2.375
H -3.981 2.531 -2.025
H -2.538 3.498 -1.984
H -3.177 2.135 0.631
H -2.516 3.740 0.273
H -5.354 3.009 -0.363
H -4.687 4.661 0.009
H -3.190 4.164 2.402
H -3.626 3.681 4.732
H -5.757 2.531 5.384
H -7.406 1.958 3.637
H -6.915 2.451 1.252
H -0.390 2.388 -2.197
Br 2.416 -2.591 -5.136
C 3.596 -1.731 -3.848
C 4.934 -1.401 -4.453
Br 6.058 -2.983 -4.636
H 3.674 -2.400 -2.999
H 3.078 -0.822 -3.549
H 5.488 -0.730 -3.799
H 4.853 -0.960 -5.441
Br -3.264 2.270 7.734
C -3.304 0.631 6.684
C -1.918 0.158 6.335
Br -1.136 1.216 4.902
H -3.912 0.832 5.807
H -3.806 -0.100 7.314
H -1.949 -0.861 5.954
H -1.232 0.210 7.174
Br 5.781 -2.468 3.425
C 4.482 -3.915 3.499
C 3.166 -3.519 2.887
Br 2.136 -2.356 4.062
H 4.394 -4.203 4.542
H 4.928 -4.730 2.933
H 2.541 -4.396 2.734
H 3.282 -2.987 1.949
Br 1.437 2.083 -3.480
C 1.980 3.952 -3.818
C 2.138 4.205 -5.293
Br 3.792 3.436 -5.979
H 2.894 4.137 -3.261
H 1.182 4.576 -3.414
H 2.213 5.270 -5.503
H 1.329 3.779 -5.879
Br 6.137 -5.684 -0.837
C 7.723 -4.671 -1.333
C 7.944 -3.505 -0.408
Br 6.714 -2.055 -0.793
H 7.592 -4.366 -2.366
H 8.549 -5.375 -1.262
H 8.938 -3.087 -0.553
H 7.810 -3.761 0.638

# 5
90
Properties=species:S:1:pos:R:3 method="wB97M-V/def2-TZVPD" total_energy_ev=-82477.81204 spin_multiplicity=6 relative_energy_kcal_mol=0.0 s2=8.77 gap_ev="7.48 / 6.79"
Ru -0.952 0.137 0.760
C 3.383 3.455 -0.485
C 3.528 2.061 0.129
C 3.473 2.132 1.663
P 2.208 0.923 -0.434
C 2.150 0.758 -2.258
C 3.397 0.090 -2.838
C 1.826 2.053 -3.018
C 2.653 -0.723 0.171
C 4.013 -1.065 0.083
C 4.510 -2.321 0.359
C 5.980 -2.635 0.262
C 3.580 -3.296 0.724
C 2.241 -3.004 0.816
C 1.720 -1.715 0.558
N 0.371 -1.496 0.707
C -0.499 -2.626 0.725
C -0.959 -3.152 -0.496
C -0.435 -2.604 -1.792
C -1.894 -4.174 -0.481
C -2.389 -4.696 0.711
C -3.451 -5.764 0.701
C -1.891 -4.193 1.902
C -0.941 -3.177 1.934
C -0.343 -2.751 3.247
H 4.109 4.121 -0.014
H 2.388 3.870 -0.301
H 3.584 3.452 -1.554
H 4.488 1.635 -0.159
H 2.622 2.733 1.985
H 4.375 2.624 2.031
H 3.415 1.144 2.122
H 1.304 0.068 -2.366
H 4.289 0.694 -2.650
H 3.282 0.006 -3.920
H 3.560 -0.908 -2.436
H 2.738 2.601 -3.251
H 1.168 2.733 -2.477
H 1.344 1.799 -3.962
H 4.725 -0.317 -0.242
H 6.542 -1.779 -0.112
H 6.161 -3.476 -0.411
H 6.391 -2.905 1.237
H 3.916 -4.304 0.940
H 1.549 -3.785 1.104
H -0.483 -1.515 -1.792
H -1.014 -2.979 -2.637
H 0.612 -2.883 -1.942
H -2.257 -4.567 -1.425
H -3.316 -6.446 -0.139
H -4.444 -5.320 0.607
H -3.434 -6.347 1.622
H -2.242 -4.609 2.842
H -1.100 -2.698 4.030
H 0.154 -1.786 3.170
H 0.411 -3.477 3.565
C -3.095 5.300 2.107
C -2.772 4.097 2.907
N -2.892 3.952 4.189
N -2.429 2.685 4.426
C -2.033 2.044 3.327
S -1.362 0.488 3.254
N -2.271 2.937 2.341
N -1.932 2.728 1.010
H -3.415 6.094 2.776
H -3.894 5.085 1.395
H -2.210 5.609 1.543
H -2.388 2.324 5.362
H -2.763 2.811 0.435
H -1.228 3.466 0.736
C -3.919 2.293 -1.728
Si -3.198 0.564 -1.931
C -4.439 -0.517 -2.834
C -1.708 0.751 -3.057
C -2.834 -0.176 -0.257
H -4.490 2.573 -2.617
H -3.135 3.049 -1.611
H -4.601 2.356 -0.874
H -4.643 -0.144 -3.842
H -5.387 -0.581 -2.296
H -4.042 -1.532 -2.925
H -1.966 1.414 -3.888
H -1.392 -0.205 -3.482
H -0.866 1.195 -2.527
H -3.012 -1.257 -0.292
H -3.580 0.241 0.435
Cl 0.016 4.918 0.282
C 0.657 1.514 0.104
H 0.813 2.078 1.028
H 0.295 2.249 -0.614